Record 1
Below is a 8-piece molecular cluster, C4H25NO9 overall, with properties calculated with wB97M-V/def2-TZVPD.

Geometry as XYZ:
```
39
Properties=species:S:1:pos:R:3:forces:R:3:nbo_charge:R:1
C 1.78482 0.78701 -2.80331 -0.0922 0.5676 -1.2440 -0.6353
C 0.33706 0.60657 -2.37194 0.4591 -0.7548 -0.0497 0.1000
O -0.32573 1.81443 -2.40785 -1.1621 0.6292 -0.9145 -0.7499
C 0.19957 -0.03474 -0.96954 0.1273 -0.3843 -0.3104 -0.1166
N 1.00872 0.62929 0.08119 0.4489 -1.1050 -0.7112 -0.8933
C -1.27192 -0.04406 -0.61900 -0.4770 -0.5096 -0.2210 -0.0747
O -1.58726 -0.94490 0.43734 0.6386 -0.3540 1.1663 -0.8231
H 1.82457 1.18726 -3.85862 -0.0724 -0.4596 1.1058 0.2250
H 2.35960 -0.11795 -2.75185 0.2141 -0.6755 -0.0945 0.2039
H 2.30171 1.50497 -2.17890 0.0318 0.3335 0.2001 0.1993
H -0.20543 -0.00946 -3.12465 0.4768 -0.0601 0.6316 0.1834
H -0.00287 2.41673 -1.73758 0.3296 0.4664 0.5911 0.4917
H 0.55631 -1.07422 -0.99387 -0.2266 0.0481 -0.3624 0.1964
H 0.42680 1.02159 0.77327 -0.9572 0.4129 1.0003 0.3728
H 1.46890 1.42542 -0.29074 0.6115 0.7248 -0.4443 0.3869
H -1.60668 0.94430 -0.33099 0.0197 0.4149 -0.1276 0.1765
H -1.89745 -0.36709 -1.47915 0.5301 0.2208 0.3635 0.1958
H -0.88664 -0.94565 1.20227 -0.6092 0.1526 -0.8279 0.5137
O 0.44653 3.36108 -0.34986 0.5094 -1.0417 -0.1027 -0.9953
H -0.11042 3.11699 0.41223 -0.2416 0.3446 0.1614 0.5152
H 0.41778 4.28728 -0.49482 -0.1992 1.2641 0.0283 0.4844
O 0.16259 -1.12036 2.41354 0.2410 -0.7190 -0.2421 -0.9858
H 0.90794 -0.55126 2.16931 -0.1104 -0.1978 0.0916 0.4815
H 0.49780 -2.07097 2.20757 -0.1945 0.9980 0.2643 0.5110
O 2.94212 -1.55201 0.52817 -0.1203 -0.2792 2.3011 -0.9685
H 3.28130 -1.78099 -0.29445 1.0334 -0.6136 -2.2904 0.4712
H 2.43148 -0.75875 0.40507 -0.7802 1.1842 -0.1909 0.4989
O -3.05259 0.80562 1.86361 -3.3663 3.6464 1.0030 -0.9465
H -2.65135 0.09250 1.48339 2.0220 -3.6986 -1.7759 0.4909
H -3.87836 0.91497 1.32610 1.0505 0.0263 0.8675 0.4825
O -1.07823 2.60496 1.73854 -0.5646 -0.3289 -2.3217 -0.9983
H -1.84202 1.98687 1.75737 -0.1359 0.0463 0.0485 0.5135
H -0.81304 2.71551 2.61121 0.7462 0.3440 2.4528 0.4802
O 1.17474 -3.35702 1.46623 -1.6906 -1.7148 2.2904 -0.9634
H 1.85737 -2.85709 1.11852 2.8446 1.7432 -1.0520 0.4873
H 0.57353 -3.42858 0.73402 -1.0202 -0.4469 -0.9586 0.4921
O -0.67453 -3.29650 -0.45863 0.1181 -0.5423 -0.3966 -0.9806
H -1.33713 -3.98515 -0.36417 -0.0369 -0.0906 -0.0408 0.4788
H -1.09310 -2.48335 -0.13484 -0.3952 0.4081 0.1114 0.4984
```
Forces are in eV/Å.

Properties
- SMILES = C[C@H](O)[C@@H](N)CO.O.O.O.O.O.O.O
- E_tot (eV) = -24472.281
- LUMO energy (eV) = 0.424
- relative energy (zero: lowest compared OMol25 entry of this formula, charge and spin) (kcal per mole) = 0.00
- E_HOMO (eV) = -9.82
- max |F| (eV/A) = 5.1



Record 2
Below is C4H26B2O6 as an isolated structure, with properties calculated with wB97M-V/def2-TZVPD.

Geometry as XYZ:
```
38
Properties=species:S:1:pos:R:3:forces:R:3:nbo_charge:R:1
O -0.62552 -2.46932 -0.36837 0.0452 -10.6085 -1.3043 -0.8070
H 0.19378 -2.58615 -0.85486 -0.0035 -0.3280 -0.3434 0.5247
H -0.36329 -2.33907 0.54591 0.3375 -1.4324 1.7979 0.5348
H -1.05736 -1.65933 -0.64947 -1.5047 1.1846 -0.8054 0.4740
O 0.10691 0.68440 -0.02277 -4.9081 4.6903 8.5777 -0.8712
H -0.37115 0.06043 -0.57388 0.2388 1.4244 2.8858 0.4504
H 0.83207 0.93791 -0.59850 -1.4616 -0.9939 0.5495 0.4491
H 0.49836 0.20103 0.70846 0.4541 2.0256 1.2782 0.5193
B 0.26866 -1.15133 1.06976 4.5404 -0.9939 2.0068 -0.8158
H 0.38917 -0.38879 1.82358 1.9070 1.6555 2.4648 0.0468
H 0.95475 -0.88730 0.27993 3.2229 -2.1301 -2.0025 0.0052
H 0.41546 -2.07375 1.60996 0.6003 -3.5964 1.8105 0.0592
H -0.75965 -1.00534 0.77736 -1.6618 0.5701 -2.5064 -0.0098
B -0.77863 -0.52943 -1.50623 -5.7989 -2.7653 -3.8973 -0.8215
H 0.10896 -0.91004 -1.02503 2.0131 -0.7624 -0.7700 0.0706
H -0.80321 0.54924 -1.49624 -2.3529 2.7396 -1.5913 0.1082
H -0.69211 -0.78558 -2.55080 -5.9680 -6.6565 -1.3938 0.1391
H -1.66132 -1.04310 -1.15800 -4.2429 0.3364 0.4803 0.0534
C -1.31130 1.73360 3.02085 -2.1171 -0.7667 0.1958 -0.0820
C -2.12509 0.60571 2.23983 0.3914 0.9706 0.5061 -0.1086
O -1.48112 -0.62880 2.44737 -3.6090 1.0082 4.1340 -0.7628
O 0.02370 1.59664 2.68515 0.7062 0.4872 0.4008 -0.7200
H -1.51552 1.60918 4.08430 0.3404 -0.3122 0.3884 0.1476
H -1.62269 2.76432 2.85131 -0.1456 -0.0865 -0.6774 0.1704
H -2.16483 0.99423 1.22222 0.2751 -0.6205 -0.5606 0.1618
H -3.16323 0.43795 2.52656 -0.0723 0.6107 0.4326 0.1758
H -0.92705 -0.93110 1.72403 -1.9171 0.7453 1.5074 0.4313
H 0.21951 0.69215 2.94037 0.3285 -0.1345 0.1330 0.4766
C 2.27992 1.16310 -2.03985 2.3391 -0.6250 -1.7374 -0.1055
C 1.76001 -0.16791 -2.63462 -1.5611 1.6752 0.2393 -0.1182
O 0.46249 0.04380 -3.21040 8.0936 3.0207 -5.3428 -0.7232
O 1.51763 1.60666 -0.93122 9.2860 6.7114 -6.0518 -0.6506
H 2.39854 1.94597 -2.78896 -0.8257 0.0487 -0.2574 0.1882
H 3.31760 1.06322 -1.72146 0.1797 -0.5390 0.3502 0.1697
H 1.60296 -0.78293 -1.74853 0.5287 -0.6531 -0.0687 0.1572
H 2.46774 -0.65736 -3.30369 0.0379 0.3268 -0.0558 0.2013
H -0.17016 -0.21950 -2.53807 2.9094 3.4951 -1.4861 0.3528
H 1.77502 2.52659 -0.83598 -0.6250 0.2783 0.7135 0.5288
```
Forces are in eV/Å.

Properties
- E_tot (eV) = -18181.024
- LUMO energy (eV) = 0.232
- E_HOMO (eV) = -8.80
- max |F| (eV/A) = 13.0



Record 3
Below is a 8-piece molecular cluster, C4H26NO7S overall, with properties calculated with wB97M-V/def2-TZVPD.

Geometry as XYZ:
```
39
Properties=species:S:1:pos:R:3:forces:R:3:nbo_charge:R:1
C 0.70362 0.80772 1.21504 0.4234 1.2412 0.4859 -0.2192
C -0.69425 0.47973 1.64775 -1.1976 -0.6219 -0.1564 -0.4551
C -1.71613 0.85742 0.57607 -0.1658 -0.0543 -1.4442 -0.5506
S -2.38094 2.50322 0.87171 -0.5503 0.4209 -0.1326 0.1972
C -4.10512 2.26017 0.35711 -0.4313 -0.7824 1.6115 -0.7409
N 1.24113 -0.05299 0.11204 -1.2581 -2.3911 0.6533 -0.7067
H 0.82466 1.81479 0.75738 -0.5193 -0.3675 0.6305 0.2176
H 1.27573 0.82228 2.15772 0.6349 -0.5339 -1.0387 0.2509
H -0.97368 0.96412 2.58524 0.3921 0.6364 -0.1689 0.2542
H -0.76627 -0.55653 2.00284 0.1220 -0.0811 -0.7712 0.2217
H -2.56880 0.19589 0.34558 0.4390 -0.0553 0.7777 0.2359
H -1.23123 0.95230 -0.41397 0.1259 -0.3375 0.3252 0.1953
H -4.68255 2.93762 1.00470 0.0624 -0.0777 -0.5791 0.2441
H -4.38658 1.24268 0.68821 0.0727 0.4310 -0.0361 0.2122
H -4.40264 2.31889 -0.67429 0.3997 0.5098 -0.5207 0.2202
H 1.22183 -1.09184 0.25555 0.5225 0.6343 1.0463 0.4744
H 0.65023 -0.08353 -0.73302 0.5691 1.3242 -0.1112 0.4595
H 2.21123 0.16725 -0.05905 0.0379 0.1623 -0.2545 0.4438
H 0.44309 -5.71879 1.37193 0.1144 -0.3657 -0.0483 0.5033
H 1.24576 -5.13274 0.16068 -0.3519 -0.4465 0.1237 0.4921
O 0.62329 -4.92313 0.86914 0.1193 0.2929 -0.1225 -0.9681
H 1.81004 -3.35349 0.46501 -0.0577 0.3116 0.1322 0.4881
H 2.84997 -3.28647 -0.63520 0.1103 0.2184 -0.1819 0.4840
O 2.11205 -2.79604 -0.25909 0.2388 -0.2139 -0.2285 -0.9668
H -0.05205 -2.40508 2.64777 0.1751 0.2305 0.1176 0.4735
H 0.76137 -3.46187 1.98360 0.1476 0.4251 0.0575 0.4900
O 0.81164 -2.51319 2.22881 -0.4826 -0.5086 0.0802 -0.9757
H 4.19342 0.03286 0.69109 1.3345 -0.6395 0.2324 0.4887
H 3.89054 -0.34417 2.28012 0.5569 0.0144 -1.1005 0.5152
O 3.64695 0.11460 1.45809 -1.4824 0.6192 0.8134 -0.9940
H 1.98394 0.60340 -2.95806 -0.4588 -0.3678 -0.5109 0.4941
H 0.45799 0.13187 -3.18095 0.2774 -0.0009 -0.4423 0.5189
O 1.08639 0.58140 -2.60458 0.0766 0.2269 0.7327 -0.9968
H 1.36312 2.77573 -2.53124 -0.8955 0.7644 0.2440 0.4765
H 0.47127 4.10536 -2.27319 -0.3656 -0.2592 0.7208 0.4803
O 1.09971 3.66410 -2.82920 1.0978 -0.4591 -0.9685 -0.9597
H -2.64104 -0.95363 -3.33150 0.5449 0.2173 0.4661 0.4763
H -1.83897 -1.76508 -4.22574 0.6081 -0.2354 -0.1002 0.4774
O -1.71694 -1.25332 -3.41717 -0.9863 0.1183 -0.3342 -0.9518
```
Forces are in eV/Å.

Properties
- E_tot (eV) = -31221.466
- LUMO energy (eV) = -2.746
- relative energy (zero: lowest compared OMol25 entry of this formula, charge and spin) (kcal per mole) = 59.90
- E_HOMO (eV) = -11.10
- max |F| (eV/A) = 2.8
- net charge = +1



Number 1: HOMO-LUMO gap 10.25 eV. Number 2: HOMO-LUMO gap 9.03 eV. Number 3: HOMO-LUMO gap 8.36 eV.